Molecular formula: C5H5N
Method: DFT, ωB97M-V with the def2-TZVPD basis set

Structure (XYZ):
```
11
C5H5N (ωB97M-V with the def2-TZVPD basis set)
C 1.7903 0.0213 0.9749
C 0.9371 0.2623 0.0241
C 0.0179 0.5129 -0.9971
C -0.6308 -0.4969 -0.0390
C -2.0244 -0.2262 0.2714
N -3.1668 -0.0396 0.3922
H 2.8554 0.2760 1.1253
H 0.9130 -0.4566 1.4558
H -0.4046 1.5043 -0.8701
H 0.2315 0.1827 -1.9954
H -0.5186 -1.5402 -0.3421
```

For the HOMO-LUMO gap, the calculation gives 0.3634 Eh. Its spin multiplicity is 1.



Molecular formula: C5H5N
Method: DFT, ωB97M-V with the def2-TZVPD basis set

Structure (XYZ):
```
11
C5H5N (ωB97M-V with the def2-TZVPD basis set)
C -1.4765 0.1156 0.4271
C -0.2840 0.6452 -0.2260
C 0.3070 -0.1112 -1.3282
C 1.0502 -0.1719 -0.2364
C 2.1956 -0.6892 0.6110
N 3.0371 -0.9492 1.3593
H -1.3471 0.6113 1.3321
H -1.2172 -0.9764 0.5379
H -2.4169 0.3175 0.0284
H -0.0992 1.7173 -0.1997
H 0.2511 -0.5090 -2.3056
```

For the HOMO-LUMO gap, the calculation gives 0.3822 Eh. Its spin multiplicity is 1.



Molecular formula: C5H5N
Method: DFT, ωB97M-V with the def2-TZVPD basis set

Structure (XYZ):
```
11
C5H5N (ωB97M-V with the def2-TZVPD basis set)
H -0.9625 2.7969 -0.0888
N -1.1895 1.8060 -0.2218
C -0.2721 1.0742 0.3652
C -0.2604 -0.3925 0.2730
C -1.2350 -1.1946 -0.1321
C 1.2002 -0.4816 -0.1069
C 2.3263 -0.8623 -0.2829
H 0.3489 1.5096 1.1677
H -2.2597 -0.8318 -0.1549
H -1.0255 -2.2091 -0.4543
H 3.3292 -1.2148 -0.3641
```

For the HOMO-LUMO gap, the calculation gives 0.3539 Eh. Its spin multiplicity is 1.



Quick rundown of HOMO level, same order as above: -0.3370 -0.3684 -0.3539 Eh
Quick rundown of LUMO energy, same order as above: 0.72 0.37 0.00 eV